The following is a quantum chemistry calculation of a cluster of 2 separate species, C4H11N2S in total, from the Open Molecules 2025 dataset.

## Properties
* net charge: -1
* LUMO: 3.99 eV
* highest occupied orbital energy: -2.609 eV
* max |F|: 0.87 eV/Å
* gap between HOMO and LUMO: 6.5965 eV
* ΔE to the lowest compared entry with this formula, charge and spin: 91.3 kJ/mol
* energy: -666.711781 hartree

CARTESIAN COORDINATES (ANGSTROEM)
C  -1.48625  0.64024  -1.35778
C  -1.60371  0.70591  -0.02848
N  -2.81175  0.27622  0.64196
N  -0.41827  1.19355  -2.05550
H  -2.34304  0.25634  -1.90685
H  -0.78281  1.11870  0.55325
H  -3.04077  0.97438  1.33723
H  -2.68704  -0.58557  1.16051
H  -0.47389  1.13407  -3.05523
H  0.50621  1.10360  -1.59231
C  1.86180  -1.14154  1.53457
C  1.90015  -0.70219  0.06287
S  2.25639  1.05204  -0.16221
H  1.03558  -0.62015  2.02627
H  2.78558  -0.87966  2.05194
H  1.67224  -2.21833  1.62608
H  0.95167  -1.02668  -0.38512
H  2.67789  -1.28092  -0.45119